(1)
{"formula": "C54H126Br18O32P8", "method": "ωB97M-V/def2-TZVPD", "elements": ["C", "Br", "Br", "Br", "H", "C", "Br", "Br", "Br", "H", "C", "Br", "Br", "Br", "H", "C", "Br", "Br", "Br", "H", "C", "Br", "Br", "Br", "H", "C", "Br", "Br", "Br", "H", "C", "C", "O", "P", "O", "O", "C", "C", "O", "C", "C", "H", "H", "H", "H", "H", "H", "H", "H", "H", "H", "H", "H", "H", "H", "H", "C", "C", "O", "P", "O", "O", "C", "C", "O", "C", "C", "H", "H", "H", "H", "H", "H", "H", "H", "H", "H", "H", "H", "H", "H", "H", "C", "C", "O", "P", "O", "O", "C", "C", "O", "C", "C", "H", "H", "H", "H", "H", "H", "H", "H", "H", "H", "H", "H", "H", "H", "H", "C", "C", "O", "P", "O", "O", "C", "C", "O", "C", "C", "H", "H", "H", "H", "H", "H", "H", "H", "H", "H", "H", "H", "H", "H", "H", "C", "C", "O", "P", "O", "O", "C", "C", "O", "C", "C", "H", "H", "H", "H", "H", "H", "H", "H", "H", "H", "H", "H", "H", "H", "H", "C", "C", "O", "P", "O", "O", "C", "C", "O", "C", "C", "H", "H", "H", "H", "H", "H", "H", "H", "H", "H", "H", "H", "H", "H", "H", "C", "C", "O", "P", "O", "O", "C", "C", "O", "C", "C", "H", "H", "H", "H", "H", "H", "H", "H", "H", "H", "H", "H", "H", "H", "H", "C", "C", "O", "P", "O", "O", "C", "C", "O", "C", "C", "H", "H", "H", "H", "H", "H", "H", "H", "H", "H", "H", "H", "H", "H", "H"], "coordinates": [[-3.616, 9.949, -1.548], [-1.870, 9.268, -0.866], [-4.118, 9.254, -3.362], [-3.851, 11.942, -1.560], [-4.425, 9.531, -0.950], [-1.396, 10.514, 13.027], [-1.195, 12.478, 12.955], [-0.154, 9.648, 11.823], [-3.197, 9.997, 12.598], [-1.126, 10.202, 14.036], [3.928, -11.310, 2.280], [2.040, -11.176, 2.740], [5.047, -10.740, 3.789], [4.281, -10.076, 0.755], [4.188, -12.321, 1.966], [1.637, -2.183, 6.945], [2.565, -3.975, 6.921], [2.623, -1.067, 8.134], [-0.277, -2.432, 7.485], [1.650, -1.754, 5.943], [-13.111, 7.879, -6.086], [-14.469, 8.890, -5.041], [-11.740, 6.981, -4.932], [-12.139, 9.177, -7.343], [-13.662, 7.137, -6.664], [8.103, 7.836, 6.859], [8.986, 6.042, 6.840], [8.306, 8.847, 5.194], [8.960, 8.768, 8.291], [7.050, 7.663, 7.080], [8.904, -2.812, 1.581], [8.731, -1.910, 2.752], [9.967, -1.336, 3.171], [11.048, -2.292, 3.962], [10.526, -3.648, 4.363], [12.417, -2.331, 2.990], [12.385, -2.845, 1.671], [13.795, -2.895, 1.068], [11.607, -1.289, 5.117], [12.306, -1.924, 6.217], [12.615, -0.768, 7.234], [7.969, -3.271, 1.258], [9.266, -2.214, 0.745], [9.624, -3.606, 1.779], [7.995, -1.171, 2.435], [8.296, -2.477, 3.575], [11.932, -3.836, 1.669], [11.756, -2.181, 1.078], [13.718, -3.071, -0.005], [14.334, -1.950, 1.140], [14.403, -3.603, 1.631], [11.643, -2.652, 6.684], [13.198, -2.438, 5.858], [13.331, -0.035, 6.863], [11.741, -0.191, 7.538], [12.888, -1.106, 8.233], [-1.263, -2.784, -10.616], [-0.479, -3.722, -9.729], [0.365, -4.407, -10.654], [1.297, -5.630, -10.112], [1.915, -5.402, -8.752], [2.328, -5.892, -11.323], [3.366, -4.949, -11.570], [3.547, -4.983, -13.156], [0.318, -6.883, -10.152], [0.690, -8.185, -9.814], [0.546, -9.041, -11.023], [-2.059, -3.328, -11.124], [-1.678, -2.005, -9.976], [-0.690, -2.324, -11.421], [0.183, -3.224, -9.021], [-1.158, -4.407, -9.221], [3.118, -3.923, -11.295], [4.251, -5.349, -11.075], [4.456, -4.567, -13.591], [3.599, -5.983, -13.588], [2.696, -4.537, -13.669], [1.675, -8.246, -9.352], [-0.013, -8.485, -9.037], [1.247, -9.875, -11.069], [-0.482, -9.329, -11.243], [0.784, -8.470, -11.921], [12.011, 4.402, -9.642], [11.969, 3.089, -10.449], [11.484, 1.953, -9.745], [10.511, 0.821, -10.374], [10.592, 0.772, -11.880], [10.969, -0.497, -9.618], [12.300, -0.766, -9.377], [12.606, -0.390, -7.943], [9.108, 1.097, -9.598], [9.093, 1.515, -8.263], [7.903, 0.850, -7.592], [12.580, 5.122, -10.229], [11.004, 4.811, -9.558], [12.394, 4.128, -8.659], [11.328, 3.239, -11.318], [12.917, 2.858, -10.935], [12.541, -1.810, -9.578], [12.973, -0.156, -9.980], [13.601, -0.761, -7.695], [12.618, 0.626, -7.550], [11.951, -0.983, -7.305], [10.015, 1.118, -7.838], [9.107, 2.603, -8.325], [6.929, 1.180, -7.955], [7.984, -0.237, -7.571], [7.908, 1.197, -6.558], [-7.519, -4.402, 3.752], [-8.553, -5.255, 4.552], [-8.610, -6.492, 3.977], [-9.346, -7.800, 4.642], [-9.477, -8.997, 3.772], [-8.614, -7.949, 6.180], [-7.344, -8.659, 6.127], [-6.174, -7.902, 6.635], [-10.818, -7.241, 4.990], [-11.889, -7.240, 4.019], [-11.713, -6.080, 2.992], [-7.846, -4.430, 2.713], [-7.652, -3.356, 4.028], [-6.520, -4.791, 3.950], [-8.148, -5.371, 5.557], [-9.502, -4.738, 4.693], [-7.410, -9.655, 6.564], [-7.112, -8.828, 5.076], [-6.096, -7.040, 5.973], [-6.300, -7.414, 7.602], [-5.340, -8.596, 6.739], [-11.815, -8.195, 3.499], [-12.845, -7.152, 4.535], [-11.800, -5.051, 3.341], [-10.736, -6.128, 2.511], [-12.343, -6.253, 2.119], [-3.144, 1.704, -1.982], [-1.635, 1.940, -1.905], [-1.309, 2.288, -0.607], [0.000, 1.652, -0.006], [1.316, 1.766, -0.706], [-0.092, 2.185, 1.554], [0.976, 2.967, 2.083], [0.438, 3.640, 3.319], [-0.468, 0.119, 0.271], [-0.262, -0.877, -0.704], [-0.287, -2.265, -0.057], [-3.280, 0.941, -1.215], [-3.760, 2.565, -1.725], [-3.426, 1.344, -2.972], [-1.066, 1.056, -2.193], [-1.456, 2.830, -2.510], [1.881, 2.363, 2.147], [1.228, 3.704, 1.321], [1.115, 4.401, 3.706], [-0.469, 4.200, 3.088], [0.182, 2.936, 4.110], [-1.018, -0.809, -1.487], [0.666, -0.822, -1.273], [0.474, -2.387, 0.714], [-1.244, -2.598, 0.345], [0.036, -3.068, -0.718], [-7.699, -8.899, -9.236], [-6.670, -9.821, -8.600], [-7.431, -10.320, -7.565], [-6.703, -11.488, -6.644], [-6.085, -12.654, -7.380], [-7.984, -11.942, -5.739], [-9.067, -12.685, -6.354], [-10.251, -12.765, -5.449], [-5.825, -10.616, -5.552], [-6.128, -9.312, -5.170], [-6.553, -9.424, -3.705], [-7.942, -8.139, -8.493], [-7.447, -8.424, -10.184], [-8.625, -9.442, -9.424], [-6.313, -10.503, -9.371], [-5.747, -9.419, -8.182], [-9.387, -12.339, -7.337], [-8.696, -13.702, -6.482], [-10.638, -11.773, -5.214], [-11.046, -13.327, -5.940], [-9.978, -13.382, -4.593], [-5.196, -8.750, -5.232], [-6.850, -8.784, -5.794], [-7.512, -9.938, -3.639], [-5.854, -9.948, -3.054], [-6.580, -8.399, -3.336], [-6.131, 4.306, 6.242], [-7.033, 4.596, 7.381], [-7.426, 3.330, 7.897], [-8.038, 3.274, 9.365], [-8.532, 1.911, 9.781], [-6.849, 3.846, 10.316], [-5.938, 2.900, 10.815], [-4.550, 3.626, 10.938], [-9.178, 4.448, 9.440], [-10.001, 4.500, 10.663], [-11.280, 5.227, 10.377], [-6.486, 3.866, 5.310], [-5.516, 5.140, 5.903], [-5.360, 3.627, 6.603], [-6.402, 5.169, 8.061], [-7.967, 5.111, 7.156], [-6.306, 2.563, 11.784], [-5.810, 2.052, 10.142], [-4.237, 4.027, 9.974], [-4.654, 4.487, 11.598], [-3.859, 2.913, 11.389], [-10.266, 3.524, 11.069], [-9.416, 5.102, 11.359], [-11.888, 5.282, 11.280], [-10.962, 6.180, 9.954], [-11.774, 4.562, 9.669], [3.891, 14.277, 7.140], [3.133, 15.421, 6.426], [1.886, 14.823, 5.944], [1.802, 13.907, 4.588], [2.369, 12.512, 4.765], [0.229, 14.028, 4.234], [-0.689, 13.801, 5.256], [-1.630, 12.581, 5.025], [2.458, 14.845, 3.368], [2.969, 14.245, 2.171], [4.367, 14.892, 1.969], [3.814, 13.353, 6.567], [4.925, 14.495, 7.410], [3.293, 13.981, 8.002], [2.906, 16.326, 6.990], [3.687, 15.783, 5.560], [-0.224, 13.588, 6.219], [-1.271, 14.669, 5.565], [-1.128, 11.650, 4.762], [-2.199, 12.307, 5.914], [-2.306, 12.766, 4.190], [2.902, 13.158, 2.164], [2.328, 14.467, 1.318], [5.061, 14.345, 2.606], [4.729, 14.720, 0.955], [4.523, 15.965, 2.086]], "atomic_forces_ev_per_a": [[-0.27, 0.13, -0.75], [-1.40, 0.73, -0.66], [0.67, 0.37, 1.02], [0.48, -1.52, 0.18], [0.52, 0.29, 0.20], [0.30, 0.51, -0.21], [-0.06, -0.81, 0.08], [-0.07, 0.15, 0.17], [0.11, 0.05, 0.23], [-0.28, 0.11, -0.27], [0.03, 1.28, -0.15], [0.59, -0.31, -0.10], [-0.42, -0.48, -0.57], [-0.10, -0.79, 0.62], [-0.12, 0.31, 0.20], [-0.29, -1.32, 0.36], [-0.76, 1.12, -0.26], [-0.23, 0.23, -0.01], [1.31, 0.26, -0.38], [-0.03, -0.28, 0.28], [0.80, 1.19, 0.34], [0.97, -0.74, -0.58], [-1.22, 0.64, -0.86], [-0.97, -1.29, 1.04], [0.42, 0.20, 0.06], [0.83, -0.64, -0.18], [-0.67, 0.74, -0.47], [-0.22, -0.66, 0.60], [-0.26, 0.39, 0.23], [0.31, 0.17, -0.17], [0.53, -0.33, -0.88], [-1.03, -1.00, 0.30], [1.52, -0.54, 0.85], [0.62, -0.34, -0.73], [0.91, 2.51, -0.62], [-1.68, 0.38, 1.99], [0.10, 0.18, -0.72], [-0.30, 0.44, 0.63], [-0.74, -1.43, -1.31], [-0.20, 1.41, 1.32], [-0.36, -0.40, -0.04], [-0.10, 0.05, 0.20], [0.11, -0.10, -0.18], [-0.09, -0.05, 0.03], [0.50, 0.70, 0.50], [0.02, 0.12, 0.17], [0.06, -0.13, -0.03], [-0.08, -0.02, -0.17], [0.09, -0.59, 0.12], [-0.33, 0.28, 0.24], [-0.01, -0.32, -0.46], [0.03, -0.04, -0.07], [0.07, 0.19, 0.00], [0.15, -0.29, -0.07], [-0.52, -0.09, -0.79], [0.72, -0.57, -0.27], [-0.54, 0.30, 0.33], [0.28, 0.48, -0.69], [1.48, -2.31, 0.11], [0.55, 0.69, 1.80], [-0.94, -0.22, -2.52], [-1.71, 0.18, 1.11], [0.90, -0.48, -2.80], [-0.03, -0.28, 0.36], [0.03, 2.29, -0.67], [-0.09, -1.02, 1.03], [0.19, -0.28, -1.56], [-0.15, 0.03, 0.18], [-0.29, 0.12, -0.23], [0.39, 0.01, 0.35], [-0.29, 0.10, 0.17], [0.16, -0.10, 0.13], [-0.04, -0.21, 0.40], [0.07, 0.50, 0.07], [0.10, 0.65, 0.66], [-0.23, -0.47, 0.69], [-0.06, 0.28, 0.29], [0.18, 0.24, -0.22], [0.03, -0.17, 0.09], [-0.35, -0.27, 0.35], [0.00, -0.40, 0.48], [0.36, 0.34, 0.09], [-0.55, -1.53, -0.34], [-0.45, 0.74, -1.71], [-0.26, -0.56, 0.57], [-0.06, 0.94, -1.30], [-0.82, 0.15, 3.00], [-1.73, 0.40, -0.68], [2.13, 1.13, 0.80], [0.67, -1.50, 1.25], [0.97, -0.90, -3.65], [0.12, -0.74, 0.30], [0.06, 0.96, 0.86], [0.36, -0.06, 0.44], [-0.03, -0.09, 0.25], [0.30, 0.70, 0.03], [-0.24, 0.07, -0.04], [0.37, -0.15, 0.58], [-0.31, -0.01, 0.11], [-0.15, -0.06, -0.58], [0.24, -0.12, -0.08], [-0.47, 0.26, -0.92], [-0.20, 0.09, 0.19], [0.01, 0.43, 0.65], [-0.20, 0.03, 0.77], [0.15, -0.17, -0.48], [0.02, 0.12, -0.27], [0.05, -0.14, 0.28], [-1.81, -0.33, 0.43], [1.75, 2.29, 1.39], [-0.81, -3.74, -0.83], [-0.88, 0.47, 0.94], [1.23, 1.34, 0.88], [-1.12, 0.16, -2.56], [-0.34, -0.78, -1.04], [-0.47, 1.28, 0.82], [0.89, 0.22, 1.00], [0.83, 0.77, -1.08], [0.47, -0.80, -0.35], [0.55, -0.29, -0.21], [0.43, -0.01, 0.34], [-0.04, 0.25, -0.40], [-0.04, 0.10, 0.33], [-0.31, -0.25, -0.52], [-0.55, 0.15, 0.30], [-0.08, -0.34, -0.16], [1.01, -0.17, -0.26], [-0.34, -0.41, 0.34], [0.28, 0.42, -0.52], [-0.30, 0.05, -0.08], [0.30, -0.09, 0.27], [-0.40, -0.24, 0.37], [0.34, -0.21, 0.34], [-0.59, 0.13, 0.27], [0.63, -0.83, 0.53], [-1.50, 0.90, -1.83], [0.81, 0.86, 1.82], [1.20, -0.99, 2.49], [-2.03, 0.20, 0.74], [-0.31, -1.11, -2.43], [0.13, 0.72, -0.86], [0.07, 0.27, 0.36], [0.61, 1.06, -0.11], [0.02, -1.83, -0.66], [0.31, -0.50, 0.18], [-0.74, -0.24, -0.18], [0.35, 0.13, 0.00], [-0.02, -0.11, 0.10], [-0.13, 0.27, -0.60], [0.74, -0.34, -0.45], [-0.10, -0.16, 0.68], [0.07, 0.36, 0.12], [0.31, -0.25, 0.06], [-0.10, -0.20, -0.26], [0.15, -0.06, -0.03], [-0.43, -0.11, 0.17], [0.41, 0.65, 0.45], [-0.13, 0.59, 0.38], [-0.08, 0.42, 0.07], [-0.23, 0.28, -0.72], [0.22, 1.01, -0.14], [0.17, 1.11, -2.03], [0.55, -3.23, 2.40], [-1.05, -0.80, 0.43], [-0.65, 2.89, 1.50], [0.62, 0.93, -0.84], [0.46, -1.06, -0.30], [-0.12, -0.14, 0.26], [-0.55, -3.11, -3.13], [0.37, 0.62, 1.74], [-0.17, 0.93, -0.27], [-0.09, 0.25, -0.19], [0.42, 0.03, 0.14], [0.17, -0.31, 0.11], [-0.31, -0.85, 0.32], [-0.03, 0.87, -0.18], [0.50, 0.58, -0.02], [0.12, -0.02, -0.26], [0.05, -0.13, 0.38], [-0.01, 0.08, -0.25], [-0.15, 0.53, 0.42], [0.10, 0.06, -0.06], [-0.24, -0.38, 0.00], [-0.08, 0.26, 0.11], [0.25, -0.13, -0.47], [-0.54, 0.02, 0.33], [1.67, -0.30, -1.41], [-0.14, 0.46, -0.61], [-0.74, -0.34, 1.36], [-1.37, -1.49, 1.60], [1.03, 2.45, -0.95], [-1.82, 0.39, -1.21], [2.13, 0.42, 0.35], [-1.54, -0.47, 0.43], [0.81, -1.35, 0.11], [0.61, 0.47, 0.43], [0.65, -0.70, -0.74], [-0.74, -0.10, 0.32], [-0.36, 0.55, 0.24], [-0.06, -0.29, 0.14], [-0.48, -0.04, 0.60], [0.30, 0.40, -0.19], [0.18, -0.17, -0.02], [-0.26, -0.10, 0.03], [0.18, -0.41, -0.04], [0.00, -0.06, 0.15], [0.30, 0.19, -0.28], [0.71, -0.22, -0.22], [0.14, -0.40, 0.30], [0.12, 0.33, -0.07], [-0.82, 0.17, -0.03], [-0.49, 0.60, -0.30], [-0.97, 0.27, 0.25], [0.64, -1.40, -0.88], [-0.04, 0.09, -1.53], [1.08, -0.23, -0.06], [-1.16, 2.84, -0.71], [1.52, 0.20, -0.34], [-1.64, -1.93, 2.43], [0.27, 0.31, -0.79], [-1.44, -1.67, 2.29], [0.58, 1.29, -0.74], [0.29, -1.65, -0.54], [0.44, 0.30, -0.57], [-0.16, 0.09, 0.02], [0.27, 0.37, 0.51], [-0.34, -0.47, 0.39], [0.10, -0.12, -0.14], [0.71, -0.16, -0.11], [-0.08, 0.43, -0.99], [0.61, 0.23, -0.02], [-0.10, 0.54, 0.10], [-0.22, 0.12, 0.11], [0.81, -0.08, 0.65], [-0.33, 0.68, 0.18], [0.16, 0.29, 0.20], [-0.14, -0.31, -0.20], [-0.86, -0.04, 0.51]], "lowdin_charge": [-1.481, 0.527, 0.491, 0.503, -0.040, -1.609, 0.522, 0.549, 0.560, -0.023, -1.539, 0.537, 0.526, 0.494, -0.018, -1.528, 0.480, 0.569, 0.501, -0.022, -1.437, 0.509, 0.498, 0.456, -0.027, -1.566, 0.493, 0.544, 0.548, -0.018, -0.095, -0.296, -0.178, 0.565, -0.256, -0.203, -0.302, -0.065, -0.203, -0.235, -0.066, 0.086, 0.080, 0.061, 0.121, 0.113, 0.112, 0.105, 0.076, 0.074, 0.077, 0.108, 0.115, 0.071, 0.069, 0.068, -0.077, -0.274, -0.203, 0.473, -0.263, -0.201, -0.226, -0.062, -0.181, -0.296, -0.073, 0.078, 0.076, 0.080, 0.118, 0.121, 0.114, 0.117, 0.065, 0.064, 0.067, 0.123, 0.123, 0.081, 0.080, 0.077, -0.057, -0.274, -0.212, 0.497, -0.248, -0.167, -0.297, -0.084, -0.194, -0.289, -0.057, 0.078, 0.070, 0.076, 0.107, 0.118, 0.129, 0.116, 0.074, 0.076, 0.078, 0.099, 0.124, 0.079, 0.084, 0.074, -0.046, -0.328, -0.201, 0.555, -0.236, -0.192, -0.304, -0.082, -0.209, -0.218, -0.070, 0.073, 0.073, 0.074, 0.107, 0.114, 0.121, 0.100, 0.072, 0.080, 0.089, 0.104, 0.116, 0.073, 0.062, 0.073, -0.054, -0.304, -0.168, 0.493, -0.235, -0.192, -0.291, -0.073, -0.171, -0.302, -0.070, 0.078, 0.080, 0.080, 0.097, 0.126, 0.120, 0.110, 0.077, 0.079, 0.077, 0.102, 0.118, 0.076, 0.074, 0.073, -0.066, -0.325, -0.227, 0.570, -0.249, -0.197, -0.286, -0.082, -0.189, -0.299, -0.064, 0.075, 0.076, 0.082, 0.119, 0.118, 0.118, 0.117, 0.083, 0.080, 0.082, 0.118, 0.115, 0.075, 0.081, 0.074, -0.084, -0.286, -0.168, 0.481, -0.259, -0.208, -0.279, -0.056, -0.199, -0.272, -0.079, 0.082, 0.080, 0.083, 0.120, 0.122, 0.119, 0.112, 0.068, 0.068, 0.072, 0.116, 0.116, 0.085, 0.083, 0.083, -0.067, -0.215, -0.222, 0.559, -0.269, -0.166, -0.305, -0.063, -0.210, -0.261, -0.067, 0.055, 0.076, 0.075, 0.115, 0.100, 0.102, 0.120, 0.072, 0.072, 0.067, 0.111, 0.109, 0.071, 0.066, 0.075], "total_energy_ev": -1458650.0530, "multiplicity": 1, "charge": 0, "homo_lumo_gap_ev": 9.52, "lumo_energy_ev": -0.700}

---

(2)
{"formula": "C4H4OPt", "method": "ωB97M-V/def2-TZVPD", "elements": ["H", "C", "C", "H", "C", "C", "O", "Pt", "H", "H"], "coordinates": [[-0.208, -1.255, 0.055], [-1.797, -0.084, -0.902], [-1.029, 0.892, -0.754], [-2.827, -0.347, -1.094], [0.298, 1.132, -0.318], [0.850, 0.379, 0.686], [0.874, -0.977, 0.634], [2.147, -1.877, 1.089], [0.999, 1.417, -1.110], [0.693, 0.720, 1.715]], "atomic_forces_ev_per_a": [[1.99, 0.76, 0.46], [-0.98, 1.77, 0.04], [1.93, -2.62, 1.41], [0.15, -0.68, -0.14], [-0.73, 1.27, -3.79], [-1.77, -1.63, 2.98], [-14.29, 8.86, -5.85], [12.02, -8.52, 4.38], [0.16, 0.66, 0.07], [1.52, 0.13, 0.43]], "nbo_charge": [0.603, -0.119, 0.071, 0.310, -0.309, 0.421, -0.599, 1.003, 0.334, 0.285], "total_energy_ev": -9473.7412, "s_squared": 2.06, "multiplicity": 3, "charge": 2, "homo_lumo_gap_ev": [6.19, 7.28], "lumo_energy_ev": [-12.629, -12.892]}